{
  "formula": "C44H38I2N5O7Y",
  "method": "wB97M-V/def2-TZVPD",
  "symbols": ["Y", "I", "C", "C", "C", "I", "C", "O", "C", "C", "N", "C", "C", "C", "C", "C", "C", "N", "C", "H", "H", "H", "H", "H", "H", "H", "H", "H", "H", "H", "O", "C", "C", "C", "C", "C", "C", "N", "H", "H", "H", "H", "H", "H", "H", "O", "C", "C", "O", "O", "C", "C", "C", "C", "C", "C", "C", "C", "C", "C", "C", "C", "H", "H", "H", "H", "H", "H", "H", "H", "H", "H", "H", "O", "C", "C", "C", "C", "O", "N", "H", "H", "H", "H", "N", "C", "C", "C", "C", "C", "C", "C", "H", "H", "H", "H", "H"],
  "positions_angstrom": [[0.40292, 0.90354, -0.24181], [1.26481, 5.80562, -6.58879], [0.72397, 4.65365, -4.92990], [-0.33530, 5.04517, -4.13196], [-0.67610, 4.28072, -3.02812], [-2.24583, 4.88059, -1.80015], [0.01919, 3.10697, -2.68263], [-0.28024, 2.40686, -1.62912], [1.09030, 2.72614, -3.53012], [1.78630, 1.41924, -3.28252], [2.33132, 1.24681, -1.91488], [3.42195, 2.17791, -1.62902], [3.22498, 3.04997, -0.41145], [4.30733, 3.78979, 0.06257], [4.10855, 4.71490, 1.06647], [2.82244, 4.89232, 1.55847], [1.81529, 4.09282, 1.05486], [2.00757, 3.16471, 0.11346], [1.43089, 3.49816, -4.62569], [-0.89286, 5.94326, -4.35990], [1.08742, 0.59641, -3.44282], [2.58721, 1.30543, -4.02312], [2.71265, 0.29973, -1.93138], [4.37378, 1.64720, -1.53980], [3.53586, 2.87297, -2.46856], [5.28725, 3.64123, -0.37317], [4.93409, 5.30180, 1.44765], [2.60152, 5.63094, 2.31626], [0.79942, 4.20553, 1.41144], [2.25244, 3.18615, -5.26015], [1.70340, 0.91166, 1.89218], [1.18144, 1.37062, 3.12498], [-0.05343, 2.20670, 2.91247], [-0.57529, 2.99039, 3.93403], [-1.68259, 3.77511, 3.66882], [-2.25527, 3.73397, 2.40432], [-1.70500, 2.88693, 1.46245], [-0.60439, 2.16553, 1.70512], [1.96334, -0.04215, 2.02098], [1.93679, 1.96715, 3.64604], [0.92247, 0.52055, 3.76635], [-0.10633, 2.99321, 4.90962], [-2.09475, 4.41440, 4.43918], [-3.11900, 4.33359, 2.15408], [-2.11914, 2.78295, 0.46832], [-0.30928, -0.93211, 1.17099], [-1.65972, -1.38330, 1.28493], [-2.43007, -0.59444, 0.16415], [-3.48526, -1.05804, -0.24146], [-1.86051, 0.48509, -0.19087], [-1.74630, -2.86901, 1.02023], [-0.71125, -3.53638, 0.37277], [-0.82083, -4.88700, 0.06945], [-1.97125, -5.58214, 0.40585], [-3.00870, -4.92102, 1.05036], [-2.89636, -3.57477, 1.35921], [-2.16231, -0.97478, 2.66363], [-3.10563, 0.02783, 2.84488], [-3.44024, 0.45028, 4.12550], [-2.83510, -0.12410, 5.23261], [-1.89983, -1.13675, 5.05858], [-1.57180, -1.56234, 3.78128], [0.30191, -1.37786, 1.78417], [0.17859, -2.98963, 0.08640], [-0.00864, -5.39274, -0.43955], [-2.06149, -6.63423, 0.16738], [-3.91169, -5.45722, 1.31284], [-3.71058, -3.05829, 1.85072], [-3.58761, 0.48180, 1.98809], [-4.17719, 1.23326, 4.25328], [-3.09796, 0.20670, 6.22945], [-1.43409, -1.60112, 5.91866], [-0.84969, -2.36166, 3.64620], [2.96527, -1.51256, -2.26442], [2.83580, -1.95553, -1.13506], [3.22356, -3.37563, -0.74019], [2.99104, -3.39687, 0.76022], [2.42552, -2.01620, 1.03013], [2.08736, -1.65132, 2.17604], [2.33110, -1.24865, -0.06555], [4.25180, -3.56676, -1.04278], [2.58762, -4.07273, -1.28855], [3.89202, -3.54944, 1.35399], [2.25714, -4.13505, 1.08605], [-0.08690, -0.91232, -1.87396], [-0.59754, -1.78287, -2.41750], [-1.29067, -2.86967, -3.02909], [-2.58616, -3.15273, -2.58925], [-3.25158, -4.23115, -3.14698], [-2.63731, -5.00585, -4.12159], [-1.34877, -4.71457, -4.55154], [-0.66462, -3.64347, -4.00469], [-3.04552, -2.54233, -1.81934], [-4.25289, -4.46780, -2.81376], [-3.16707, -5.84617, -4.55142], [-0.87882, -5.32232, -5.31279], [0.34110, -3.40124, -4.32279]],
  "atomic_forces_ev_per_a": [[0.2554, 0.2986, 0.2937], [-0.0137, -0.0284, 0.0387], [0.0659, -0.0246, -0.0141], [-0.0934, 0.0747, 0.0321], [0.1444, -0.0479, 0.0245], [-0.0444, 0.0670, -0.0216], [0.2083, 0.0036, 0.2123], [-0.3373, -0.0760, -0.1869], [-0.1593, 0.0204, 0.0828], [0.0147, 0.0302, -0.0490], [-0.0978, -0.0447, -0.0855], [-0.0182, 0.0324, 0.0596], [0.0136, 0.1013, -0.0056], [0.0052, 0.0131, -0.0246], [-0.0235, -0.0204, -0.0074], [-0.0099, -0.0074, -0.0134], [-0.0244, 0.0415, 0.0358], [0.0056, -0.2089, -0.1255], [0.0179, 0.0601, -0.1014], [-0.0022, -0.0053, 0.0069], [0.0048, 0.0130, 0.0168], [0.0060, -0.0197, 0.0267], [-0.0136, -0.0100, 0.0507], [-0.0218, -0.0389, 0.0310], [0.0162, -0.0314, -0.0200], [-0.0001, 0.0049, -0.0040], [0.0040, -0.0003, -0.0019], [-0.0027, -0.0025, 0.0027], [0.0053, -0.0052, 0.0108], [0.0006, -0.0093, 0.0075], [-0.0036, -0.0494, -0.0167], [-0.0007, 0.0309, -0.0185], [0.0371, -0.0146, 0.0090], [-0.0037, -0.0020, -0.0016], [0.0159, -0.0062, -0.0092], [-0.0515, -0.0962, 0.0781], [0.0865, 0.1338, -0.0816], [-0.0324, -0.0288, -0.1401], [0.0217, 0.0505, 0.0437], [-0.0122, -0.0050, 0.0187], [0.0077, -0.0110, -0.0112], [0.0075, -0.0045, -0.0030], [-0.0009, -0.0005, -0.0002], [-0.0050, -0.0101, -0.0042], [-0.0134, 0.0304, 0.0013], [0.0550, 0.0396, -0.0613], [-0.1304, 0.2089, -0.1542], [0.2086, -0.0041, 0.1482], [-0.1009, 0.0202, 0.0228], [0.0138, -0.1213, -0.1504], [0.0625, -0.1009, -0.0132], [-0.0115, 0.0252, 0.0491], [-0.0151, -0.0217, 0.0189], [0.0317, -0.0461, -0.0284], [-0.0110, 0.0374, 0.0170], [-0.0268, -0.0163, -0.0305], [0.0276, -0.0442, -0.0024], [-0.0240, 0.0004, 0.0072], [0.0056, -0.0104, 0.0068], [-0.0163, 0.0057, 0.0080], [0.0096, -0.0248, -0.0036], [-0.0043, 0.0352, -0.0161], [-0.0755, -0.0338, 0.0710], [-0.0251, -0.0008, -0.0191], [-0.0017, -0.0020, -0.0021], [-0.0001, 0.0000, -0.0026], [-0.0022, -0.0014, 0.0061], [0.0011, -0.0025, -0.0038], [0.0108, -0.0002, -0.0131], [0.0004, -0.0013, 0.0043], [0.0026, 0.0003, -0.0011], [0.0030, 0.0012, -0.0026], [0.0064, 0.0001, 0.0205], [0.0214, -0.0235, 0.0143], [0.0059, -0.0650, -0.0151], [0.0037, 0.0091, -0.0251], [-0.1128, -0.0256, 0.0096], [0.3076, -0.0290, -0.0131], [-0.0457, -0.0558, 0.0247], [-0.1261, 0.0842, 0.0610], [0.0019, 0.0016, -0.0027], [0.0022, 0.0124, -0.0085], [-0.0045, 0.0424, -0.0008], [0.0189, -0.0222, 0.0228], [0.0878, -0.0582, -0.1302], [-0.0109, 0.1848, 0.1070], [-0.1702, -0.1954, -0.0248], [0.0385, -0.0258, -0.0151], [0.0140, -0.0047, 0.0006], [-0.0103, -0.0083, 0.0000], [0.0079, -0.0030, 0.0010], [0.0163, 0.0273, 0.0005], [0.0006, 0.0111, -0.0209], [-0.0043, 0.0035, -0.0006], [0.0001, -0.0026, -0.0032], [0.0052, 0.0003, 0.0003], [0.0002, 0.0024, 0.0066]],
  "de_lowest_ev": 0.376,
  "orbital_gap_ev": 7.53,
  "max_force_ev_per_a": 0.49
}

---

{
  "formula": "C44H38N6O7TeTi",
  "method": "wB97M-V/def2-TZVPD",
  "symbols": ["Ti", "O", "C", "C", "C", "C", "C", "C", "C", "O", "N", "N", "C", "C", "C", "C", "C", "C", "N", "H", "H", "H", "H", "H", "H", "H", "H", "H", "H", "O", "C", "O", "C", "C", "C", "C", "C", "N", "C", "O", "O", "H", "H", "H", "H", "H", "C", "C", "C", "C", "C", "C", "Te", "N", "C", "O", "C", "C", "C", "C", "C", "C", "C", "C", "C", "C", "C", "C", "C", "C", "C", "C", "H", "H", "H", "H", "H", "H", "H", "H", "H", "H", "H", "H", "H", "H", "H", "H", "H", "H", "H", "H", "H", "H", "H", "N", "C"],
  "positions_angstrom": [[-0.48409, 0.22248, -0.41361], [3.63409, 0.61998, -1.78685], [3.91563, 1.85275, -1.30137], [5.24741, 2.25926, -1.30256], [5.59416, 3.50180, -0.81491], [4.62217, 4.36826, -0.31382], [3.30519, 3.96866, -0.30300], [2.92613, 2.71193, -0.79277], [1.52682, 2.28565, -0.70453], [1.17411, 1.15644, -1.26162], [0.65826, 3.02062, -0.04845], [-0.53400, 2.36162, -0.03561], [-1.59170, 2.94715, 0.36929], [-2.81684, 2.15288, 0.31134], [-4.05925, 2.65044, 0.66805], [-5.16633, 1.82693, 0.55217], [-4.99926, 0.53387, 0.08153], [-3.72373, 0.10758, -0.24706], [-2.65508, 0.89278, -0.13363], [2.65676, 0.54041, -1.74901], [5.98982, 1.57834, -1.69676], [6.63315, 3.80440, -0.82591], [4.89940, 5.34218, 0.06398], [2.53238, 4.61919, 0.08228], [-1.58100, 3.97537, 0.71490], [-4.14517, 3.66416, 1.03373], [-6.14785, 2.18976, 0.82538], [-5.83588, -0.14125, -0.02416], [-3.54166, -0.90081, -0.59729], [2.65550, -2.52860, 0.69399], [1.81860, -1.74337, 0.08171], [1.31648, -0.74430, 0.56829], [1.46471, -2.10801, -1.32142], [2.09270, -3.06469, -2.09975], [1.66406, -3.20906, -3.41226], [0.64205, -2.40322, -3.89325], [0.07117, -1.47695, -3.03292], [0.48135, -1.34875, -1.77972], [-1.00672, -0.49206, -3.32878], [-1.57807, -0.44855, -4.51372], [-1.35660, 0.28281, -2.46334], [2.69712, -2.24425, 1.65308], [2.89551, -3.65970, -1.68898], [2.12933, -3.93774, -4.06123], [0.32236, -2.51046, -4.92179], [-1.21803, -1.10715, -5.12565], [8.13039, -3.58838, 4.95109], [6.72291, -3.11155, 4.72171], [5.64782, -3.70069, 5.37141], [4.34237, -3.26759, 5.17110], [3.22850, -3.94520, 5.92523], [4.11021, -2.20899, 4.28260], [2.09185, -1.57582, 4.01412], [-0.91222, 0.06988, 1.75906], [-1.35256, -1.18281, 1.61845], [-1.22219, -1.62984, 0.43400], [-1.89784, -2.04673, 2.68221], [-1.74283, -3.42470, 2.52108], [-2.20509, -4.29273, 3.49250], [-2.84732, -3.79102, 4.61867], [-3.01818, -2.42349, 4.77295], [-2.53757, -1.54488, 3.81383], [2.41384, 0.51088, 4.18109], [2.08919, 1.33375, 3.11007], [2.26256, 2.70600, 3.19798], [2.77394, 3.25200, 4.36327], [3.10000, 2.42746, 5.43040], [2.92159, 1.04727, 5.36993], [3.27428, 0.19697, 6.55915], [5.17530, -1.60156, 3.60280], [5.01982, -0.44386, 2.65233], [6.46369, -2.06859, 3.84420], [8.16202, -4.38463, 5.69288], [8.76509, -2.77318, 5.30078], [8.56769, -3.96906, 4.02680], [5.82728, -4.51964, 6.05879], [3.62305, -4.73768, 6.55870], [2.49350, -4.39111, 5.25190], [2.69480, -3.23282, 6.55774], [-1.25100, -3.79970, 1.63370], [-2.07095, -5.35941, 3.37388], [-3.21596, -4.46906, 5.37689], [-3.52202, -2.03457, 5.64730], [-2.66992, -0.48155, 3.95174], [1.71297, 0.89899, 2.19414], [1.99665, 3.33394, 2.35711], [2.91764, 4.32136, 4.44728], [3.49738, 2.86097, 6.34015], [3.65374, 0.81307, 7.37237], [4.03964, -0.53993, 6.30679], [2.40043, -0.34797, 6.92301], [4.07431, -0.45934, 2.11155], [5.83236, -0.43571, 1.92663], [5.04037, 0.50542, 3.19268], [7.29040, -1.59703, 3.32327], [-1.42632, 1.67900, 3.57549], [-1.16560, 0.89110, 2.77255]],
  "atomic_forces_ev_per_a": [[0.2117, 0.1648, 0.3260], [-0.0358, -0.0420, -0.0107], [-0.0276, 0.0334, 0.0432], [0.0108, -0.0405, -0.0281], [-0.0331, 0.0161, 0.0123], [0.0257, -0.0092, -0.0027], [-0.0118, -0.0061, -0.0257], [0.0466, -0.0157, -0.0012], [-0.2140, -0.0229, 0.0607], [-0.1031, -0.1017, -0.0200], [0.1282, 0.0962, 0.0035], [-0.0879, -0.2798, -0.0230], [0.0723, 0.0803, 0.0116], [-0.0441, -0.0695, -0.0179], [0.0402, 0.0415, 0.0095], [-0.0117, -0.0455, -0.0218], [-0.0176, 0.0328, 0.0207], [0.0171, 0.0052, -0.0196], [0.0382, -0.1117, -0.0373], [0.0514, 0.0470, -0.0035], [0.0063, 0.0046, 0.0010], [0.0026, 0.0041, 0.0021], [0.0043, 0.0037, -0.0019], [-0.0062, 0.0029, 0.0042], [-0.0103, -0.0034, -0.0017], [-0.0024, 0.0000, 0.0008], [0.0007, 0.0014, 0.0036], [-0.0032, 0.0020, -0.0009], [0.0061, 0.0041, 0.0006], [-0.0262, -0.0124, 0.0006], [0.0061, 0.1946, 0.2222], [0.0834, -0.0980, -0.0479], [-0.0423, -0.0101, -0.0550], [-0.0212, -0.0066, -0.0823], [0.0589, -0.0240, 0.0893], [-0.0783, 0.0484, -0.0420], [0.2782, -0.2302, 0.0630], [-0.0781, -0.0140, 0.0252], [-0.1524, 0.1844, -0.1973], [0.0578, -0.1263, -0.1033], [-0.0113, 0.0550, 0.1017], [0.0011, 0.0221, -0.0544], [0.0017, -0.0016, 0.0044], [0.0033, 0.0001, -0.0015], [-0.0151, 0.0189, 0.0017], [-0.0578, 0.0917, 0.0606], [-0.0090, 0.0073, -0.0019], [0.0114, -0.0053, -0.0046], [0.0099, -0.0021, 0.0017], [-0.0408, 0.0023, -0.0209], [0.0179, 0.0235, -0.0021], [-0.0604, -0.0316, 0.0529], [0.1825, 0.0837, -0.0204], [-0.0970, 0.0429, -0.2799], [0.1184, 0.0828, 0.0437], [-0.1006, 0.1450, -0.0228], [0.0182, -0.0496, -0.0508], [-0.0099, -0.0163, -0.0111], [-0.0212, 0.0045, 0.0248], [0.0154, 0.0069, -0.0202], [0.0016, 0.0003, 0.0119], [0.0074, 0.0147, 0.0298], [-0.0045, -0.0632, 0.0841], [0.0214, -0.0145, -0.0379], [-0.0196, 0.0063, -0.0299], [0.0172, -0.0211, 0.0427], [-0.0020, 0.0206, -0.0334], [-0.0222, -0.0111, 0.0027], [0.0225, 0.0025, -0.0142], [-0.0332, 0.0152, -0.0222], [0.0046, 0.0356, 0.0255], [-0.0015, -0.0150, 0.0027], [0.0021, -0.0021, 0.0019], [0.0040, 0.0003, 0.0008], [0.0026, -0.0011, -0.0015], [-0.0003, -0.0017, 0.0035], [0.0019, -0.0021, -0.0011], [-0.0063, -0.0092, -0.0010], [-0.0098, -0.0038, 0.0020], [-0.0049, 0.0034, 0.0001], [0.0002, -0.0040, -0.0028], [0.0009, -0.0040, 0.0028], [-0.0022, 0.0013, -0.0001], [-0.0220, -0.0314, 0.0116], [-0.0186, -0.0116, -0.0043], [-0.0107, -0.0054, -0.0064], [0.0045, 0.0032, 0.0009], [0.0019, 0.0041, 0.0035], [-0.0114, 0.0110, 0.0057], [-0.0031, 0.0084, 0.0317], [-0.0006, -0.0125, -0.0097], [-0.0314, -0.0454, -0.0419], [0.0133, -0.0051, 0.0107], [-0.0006, 0.0063, -0.0184], [0.0056, 0.0028, -0.0024], [0.0940, 0.0594, -0.0096], [-0.0974, -0.1093, 0.0044]],
  "de_lowest_ev": 0.000,
  "total_charge": 1,
  "spin_multiplicity": 2,
  "orbital_gap_ev": [5.97, 5.95],
  "max_force_ev_per_a": 0.42,
  "s2": 0.754
}